No. 1
The following is a DFT calculation (ωB97M-V/def2-TZVPD) of C21H47INO8S2 as an isolated structure.

HOMO-LUMO gap: 8.28 eV
net charge: -1
E_tot: -2579.07237 a.u.
E_HOMO: -0.220 Ha
ΔE to the lowest compared entry with this formula, charge and spin: 0.000 eV

The geometry in XYZ format:
```
80
Properties=species:S:1:pos:R:3:forces:R:3:lowdin_charge:R:1
C 2.30750 -3.42446 2.44834 0.1 0.0 0.0 -0.12
C 3.18638 -2.67519 1.45057 0.0 0.1 0.0 -0.26
C 3.05227 -1.13035 1.42683 0.0 -0.1 0.1 -0.21
C 1.77462 -0.52866 2.03509 0.1 0.2 -0.2 -0.20
C 1.36680 0.83765 1.43611 0.0 0.0 0.0 -0.19
C -0.03620 0.87006 0.78926 0.1 0.1 -0.1 -0.21
C -0.02830 1.00219 -0.74076 0.0 -0.1 0.1 -0.20
C 0.70652 -0.10748 -1.49490 -0.1 0.0 0.1 -0.19
C 0.21567 -1.53123 -1.17413 0.2 0.1 -0.1 -0.21
C 0.08317 -2.42305 -2.40789 -0.1 0.0 0.1 -0.25
S -1.53357 -2.32101 -3.16318 0.1 0.0 0.1 0.51
O -1.46652 -3.10446 -4.37450 0.0 0.1 0.0 -0.34
O -1.80572 -0.89597 -3.32637 -0.1 0.0 0.0 -0.35
N -2.40205 -2.99862 -2.00724 -0.2 0.1 -0.2 -0.33
S -3.98141 -2.80576 -1.96386 0.1 -0.1 0.2 0.49
O -4.61127 -2.78262 -3.26046 -0.1 0.0 -0.1 -0.33
O -4.50491 -3.72149 -0.96854 0.1 0.0 -0.1 -0.35
C -4.26509 -1.18688 -1.26025 -0.1 0.1 0.0 -0.25
C -3.56663 -1.01702 0.08823 0.0 -0.1 0.1 -0.36
C -4.54940 -1.18550 1.22798 -0.1 -0.1 -0.2 -0.66
I -3.56640 -1.14091 3.12473 0.0 0.0 0.1 0.82
H 1.24681 -3.24535 2.28359 0.0 0.0 0.0 0.06
H 2.45927 -4.49995 2.34542 0.1 0.0 0.0 0.07
H 2.54667 -3.15152 3.47823 -0.1 0.0 0.0 0.07
H 4.22828 -2.91650 1.67566 0.0 0.0 -0.1 0.09
H 3.00662 -3.07046 0.44851 -0.1 0.0 0.0 0.09
H 3.91296 -0.70531 1.95049 0.0 0.1 0.0 0.10
H 3.14427 -0.79251 0.39286 0.0 0.0 0.0 0.09
H 1.94079 -0.40079 3.10767 -0.2 -0.2 0.1 0.10
H 0.93933 -1.21593 1.91417 0.0 0.0 0.0 0.09
H 1.40976 1.60344 2.21434 0.0 0.0 0.0 0.09
H 2.10478 1.14099 0.68746 0.0 0.0 0.0 0.10
H -0.60476 1.71281 1.19346 0.0 0.0 0.0 0.10
H -0.59406 -0.02305 1.07929 0.0 0.0 0.0 0.08
H 0.43226 1.96323 -0.99431 0.0 0.0 -0.1 0.11
H -1.05931 1.03012 -1.10506 0.0 0.0 0.0 0.10
H 1.77874 -0.03316 -1.29069 0.1 0.0 0.0 0.10
H 0.58736 0.07284 -2.56399 0.0 0.0 0.0 0.09
H 0.90466 -2.01103 -0.47562 0.0 0.0 0.1 0.09
H -0.74536 -1.49876 -0.66775 -0.2 0.0 0.0 0.08
H 0.23931 -3.47421 -2.17264 0.0 0.0 0.0 0.10
H 0.77319 -2.13305 -3.20366 0.0 0.0 0.0 0.10
H -3.95195 -0.44431 -1.99197 0.1 -0.1 0.0 0.09
H -5.34985 -1.13364 -1.13950 0.0 0.0 -0.1 0.10
H -2.79083 -1.77586 0.18289 0.1 0.0 0.0 0.08
H -3.08483 -0.04091 0.14141 0.1 0.1 0.1 0.09
H -5.29772 -0.39673 1.24720 0.0 0.0 0.1 0.04
H -5.04604 -2.14998 1.15917 0.1 0.0 0.1 0.04
C -1.77727 0.11844 7.29910 0.0 0.0 0.0 -0.12
O -1.40354 0.03705 5.94027 0.0 0.0 0.0 -0.22
C -1.44234 1.28192 5.25772 -0.1 -0.1 0.0 -0.22
C -0.06153 1.86872 5.08394 0.1 0.0 0.0 -0.20
O 0.53688 2.21677 6.32517 0.0 0.0 0.0 -0.19
C 1.47613 1.26346 6.77938 0.0 0.0 0.0 -0.12
H -1.56420 -0.84923 7.75136 0.0 0.0 0.0 0.09
H -1.21488 0.89364 7.82759 0.0 0.0 0.0 0.08
H -2.84891 0.32509 7.40052 0.0 0.0 0.0 0.09
H -2.08728 1.98813 5.79207 0.0 0.0 0.0 0.13
H -1.88195 1.09347 4.27589 0.0 0.1 0.0 0.05
H -0.13412 2.77893 4.48110 0.0 0.0 0.0 0.13
H 0.57153 1.15545 4.54624 0.0 0.0 0.0 0.11
H 2.37700 1.26982 6.15478 0.0 0.0 0.0 0.09
H 1.05719 0.25380 6.78307 0.0 0.0 0.0 0.08
H 1.75287 1.53991 7.79606 0.0 0.0 0.0 0.09
C 0.89617 4.44962 -5.88668 0.0 0.0 0.0 -0.11
O 1.61279 3.87386 -6.96213 0.0 0.0 0.0 -0.19
C 2.86677 3.33298 -6.58539 0.0 0.0 0.0 -0.21
C 2.80675 1.83381 -6.38070 0.0 -0.1 0.0 -0.22
O 1.99471 1.48536 -5.28018 0.0 0.1 0.0 -0.19
C 0.70475 1.00895 -5.64239 0.0 -0.1 0.1 -0.09
H -0.10179 4.68376 -6.25320 0.0 0.0 0.0 0.09
H 0.81367 3.76135 -5.04258 0.0 0.0 0.0 0.08
H 1.37564 5.37570 -5.54808 0.0 0.0 0.0 0.09
H 3.22662 3.81013 -5.66694 0.0 0.0 0.0 0.12
H 3.57827 3.55858 -7.38639 0.0 0.0 0.0 0.12
H 3.81984 1.46798 -6.18020 0.0 0.0 0.0 0.12
H 2.44733 1.34983 -7.29547 0.0 0.0 0.0 0.13
H 0.77191 0.01182 -6.08833 0.0 0.0 0.0 0.10
H 0.21280 1.68594 -6.34477 0.0 0.0 0.0 0.09
H 0.11229 0.93527 -4.73254 0.0 0.0 0.0 0.08
```
Positions in Å, forces in eV/Å.


No. 2
The following is a DFT calculation (ωB97M-V/def2-TZVPD) of C21H48AuClNO2P3 as an isolated structure at a distorted geometry.

HOMO-LUMO gap (spin up / spin down): 9.01 / 5.94 eV
<S²>: 2.012
net charge: +2
E_tot: -2653.44930 a.u.
E_HOMO (spin up / spin down): -0.545 / -0.525 Ha
spin multiplicity: 3

The geometry in XYZ format:
```
77
Properties=species:S:1:pos:R:3:forces:R:3:lowdin_charge:R:1
C 7.51593 -1.58781 -3.73415 -0.1 0.0 0.0 -0.06
C 6.13585 -1.71548 -3.15809 -0.1 0.1 -0.2 -0.79
H 7.46321 -1.05848 -4.68720 0.0 -0.1 0.1 0.10
H 7.94501 -2.58481 -3.86905 -0.1 0.1 0.0 0.10
H 8.15368 -1.04874 -3.02768 -0.1 -0.1 -0.1 0.09
O 5.10764 -1.32671 -3.60974 0.5 -0.3 0.5 0.03
Cl 6.16703 -2.60064 -1.55452 -0.2 0.3 -0.4 0.57
Au 1.65924 -0.23158 -0.97209 3.6 -2.1 1.3 0.77
P 0.98402 -2.28844 -1.80004 0.0 -3.0 -1.1 0.72
C -0.41230 -2.31312 -2.98612 0.2 0.7 0.2 -0.22
C 2.30814 -3.19638 -2.68219 0.0 0.5 0.2 -0.24
H 1.97115 -4.19477 -2.98176 -0.1 0.2 0.1 0.07
H 0.23428 -4.45278 -0.92943 0.1 0.2 -0.1 0.08
H 3.16815 -3.27548 -2.01222 0.0 0.0 -0.2 0.03
H 1.27271 -3.55517 0.22532 -0.1 -0.1 0.0 0.06
H -0.15694 -1.70641 -3.85914 0.0 -0.1 0.0 0.06
H 2.60589 -2.62818 -3.56738 0.1 -0.1 0.1 0.05
C 0.46095 -3.47004 -0.50172 0.1 0.6 0.2 -0.23
H -0.63804 -3.33556 -3.30669 0.2 0.1 0.2 0.08
H -0.42382 -3.07783 0.00673 0.3 -0.2 0.0 -0.01
H -1.29658 -1.87676 -2.51379 0.1 -0.1 -0.2 0.02
P 2.53784 1.67799 0.00468 2.0 2.0 1.2 0.71
C 1.77984 3.28685 -0.43561 -0.3 -0.5 -0.2 -0.22
C 2.47597 1.66454 1.83534 -0.3 -0.4 -0.4 -0.23
H 4.85382 1.02814 -0.05763 0.0 0.1 0.0 0.05
H 4.70892 2.79806 0.19555 -0.2 -0.2 -0.1 0.07
H 4.45036 2.08655 -1.42535 0.0 0.0 0.1 0.06
C 4.31645 1.93364 -0.35116 -0.3 -0.3 -0.2 -0.24
H 2.96216 0.74957 2.18349 0.0 0.1 0.1 0.06
H 2.98060 2.54195 2.25447 0.0 -0.1 -0.2 0.08
H 2.27622 4.11139 0.08629 0.0 -0.3 0.0 0.08
H 0.71971 3.27306 -0.16804 0.2 0.1 0.0 0.01
H 1.43219 1.65095 2.16015 0.4 0.0 0.0 -0.01
H 1.85752 3.44061 -1.51525 0.0 0.1 0.1 0.07
C 0.40637 0.68959 -1.91901 -5.9 5.1 -6.2 -0.36
O -0.39927 1.28146 -2.52764 3.3 -2.6 2.4 0.13
C -0.22495 0.09478 3.40297 0.4 -0.4 -0.1 -0.10
C -1.28766 0.97240 2.68040 0.1 0.2 0.7 -0.56
C -2.52530 0.96378 3.61240 -0.6 -0.3 0.1 -0.08
C -0.85875 2.46262 2.64626 -0.2 0.5 -0.2 -0.10
P -1.59578 0.29777 0.85565 0.1 -0.9 0.5 1.13
N -0.01915 -0.24862 0.36266 -4.6 1.1 2.5 -0.27
C -2.75209 -1.32736 1.01970 -1.0 -0.4 -0.1 -0.55
C -4.20983 -1.03367 1.46719 -0.5 0.4 0.0 -0.09
C -2.97022 -2.08847 -0.30989 -0.6 0.1 -0.2 -0.10
C -2.16465 -2.31712 2.04783 0.4 0.0 0.4 -0.09
C -2.60698 1.68040 -0.19480 -0.6 0.7 -0.1 -0.54
C -1.84311 2.98429 -0.54364 0.0 0.5 0.2 -0.10
C -3.19194 1.08542 -1.49451 -0.3 -0.6 -0.1 -0.09
C -3.83568 2.23192 0.59098 -0.3 0.1 0.6 -0.09
H 0.07508 0.55764 4.36800 -0.2 0.0 -0.7 0.11
H 0.67478 -0.11732 2.81037 -0.2 0.3 0.2 0.04
H -0.59796 -0.90378 3.66125 -0.2 0.4 -0.1 0.07
H -2.27419 1.42910 4.59141 0.2 -0.1 -0.7 0.11
H -3.37961 1.52763 3.20200 0.4 -0.3 0.2 0.08
H -2.85669 -0.05269 3.86931 0.1 0.3 -0.2 0.07
H -0.17129 2.72621 1.83973 0.2 -0.1 0.2 0.04
H -1.71796 3.13028 2.47781 0.1 -0.4 0.1 0.08
H -0.44361 2.78282 3.62627 -0.1 -0.4 -0.6 0.11
H -4.79088 -0.54178 0.66780 0.3 -0.1 0.4 0.07
H -4.75940 -1.98342 1.65129 0.7 0.4 -0.1 0.11
H -4.30574 -0.45063 2.38871 0.1 -0.1 -0.3 0.07
H -2.07861 -2.43785 -0.75775 1.0 -0.4 -0.3 0.01
H -3.59424 -2.99552 -0.15030 0.4 0.6 0.3 0.12
H -3.48454 -1.51710 -1.08795 0.0 0.1 0.3 0.07
H -1.08862 -2.50282 1.89518 -0.4 0.0 0.1 0.06
H -2.30496 -1.96258 3.07770 0.1 0.0 -0.3 0.07
H -2.70355 -3.28907 2.02053 0.3 0.6 -0.3 0.11
H -0.99762 2.86905 -1.19255 0.3 -0.2 -0.1 0.02
H -2.50359 3.68164 -1.10628 0.1 -0.7 0.4 0.12
H -1.52473 3.55533 0.33816 -0.1 -0.3 -0.2 0.07
H -4.05992 0.44565 -1.26983 0.4 0.1 0.0 0.07
H -3.61124 1.88074 -2.14945 0.6 -0.3 0.5 0.11
H -2.47368 0.48824 -2.07269 -0.3 0.2 0.1 0.05
H -4.54755 1.47966 0.93012 0.2 -0.1 -0.1 0.06
H -3.54901 2.82322 1.47121 0.0 -0.2 -0.3 0.07
H -4.42846 2.93004 -0.04259 0.6 -0.5 0.1 0.11
```
Positions in Å, forces in eV/Å.